C19H49AlBr3ClF4N8O20P2S4 | ωB97M-V/def2-TZVPD

```
111
Properties=species:S:1:pos:R:3:forces:R:3
Al 16.33152 -0.62848 14.64609 -0.683 0.238 1.370
N 17.75423 -1.58520 16.83602 0.331 0.465 1.663
S 18.72498 -2.72355 17.39469 1.366 -3.391 -1.298
O 18.16604 -3.63462 18.32724 -0.394 0.359 0.579
O 20.07244 -2.30300 17.63893 -0.038 0.539 -0.148
F 18.82768 -3.63406 16.09997 -0.018 0.834 -0.126
S 17.64272 -0.65743 18.19107 -1.227 3.595 -1.237
O 18.76262 0.20858 18.43173 0.565 -0.799 -0.033
O 16.92102 -1.14665 19.29500 -0.103 -0.927 0.216
F 16.66781 0.39692 17.50117 -0.203 -0.662 -0.176
N 14.55276 1.14552 15.68141 -0.361 1.310 -0.036
S 13.84325 1.34007 17.11886 -0.240 -2.774 2.260
O 12.45306 1.60104 17.04206 -0.327 0.854 -0.377
O 14.63727 1.98663 18.11044 0.020 0.359 -0.301
F 13.85186 -0.18100 17.56782 0.488 0.262 -0.347
S 14.25200 2.60985 15.00202 1.785 -0.588 -2.399
O 14.82400 3.72983 15.65980 0.050 0.212 0.717
O 13.00064 2.72331 14.37219 -0.929 0.001 -0.035
F 15.25523 2.37862 13.76851 -0.095 -0.189 0.020
Cl 16.06484 -4.47216 13.18520 0.804 0.880 0.507
O 15.51035 -5.77749 13.12353 -0.190 -0.312 0.014
O 17.12899 -4.31573 12.22626 -0.244 -0.065 -0.160
O 15.05040 -3.46010 12.99898 -0.283 0.198 -0.506
O 16.63854 -4.19677 14.49597 0.061 -0.324 0.235
C 20.46255 -0.57520 20.93762 -0.551 -0.420 0.619
Br 18.80433 -0.14158 21.85038 0.269 0.153 -0.076
Br 21.32008 -2.02594 21.87787 0.153 0.026 -0.087
Br 21.61751 0.94855 20.79763 -0.050 -0.029 -0.210
H 20.17478 -0.96606 19.97258 0.225 0.296 -0.221
O 17.58634 1.79474 15.14766 -1.309 -0.979 -0.270
P 18.86504 2.41298 15.47348 2.471 0.009 0.256
N 19.01354 2.79186 17.09925 -0.413 0.054 -0.604
C 20.25816 3.14237 17.74550 -0.223 -0.298 0.612
C 17.78330 3.28245 17.67365 -0.939 0.358 0.273
N 19.04422 3.84573 14.66620 -1.048 0.338 -0.518
C 20.17798 4.73740 14.73777 0.126 0.099 1.228
C 17.82671 4.45411 14.13498 -0.301 0.948 0.076
N 20.26074 1.61518 15.08440 0.329 0.661 0.308
C 20.75207 0.45663 15.83018 -1.467 -0.755 -0.244
C 20.65472 1.60931 13.68981 -0.206 -0.302 -0.863
H 20.95294 2.31341 17.67808 0.319 0.220 -0.196
H 20.05707 3.27516 18.80747 -0.021 0.024 -0.006
H 20.67667 4.07738 17.36422 0.113 -0.065 -0.068
H 17.01596 2.50706 17.79260 0.381 -0.052 0.138
H 17.24160 4.01173 17.04205 0.352 -0.017 -0.139
H 17.98683 3.77164 18.62187 0.011 -0.117 0.062
H 20.46850 5.09191 13.74995 0.102 -0.165 -0.064
H 19.94842 5.61169 15.36445 -0.213 0.077 -0.273
H 20.99755 4.26422 15.27632 0.201 -0.228 -0.533
H 17.31383 3.82777 13.40948 0.065 -0.099 0.053
H 17.09915 4.74939 14.90407 0.061 -0.502 0.129
H 18.08069 5.42362 13.70289 0.224 -0.232 -0.370
H 19.98832 -0.32338 15.74244 0.129 -0.276 0.032
H 21.64255 0.03961 15.37164 0.318 0.394 0.183
H 20.81375 0.62518 16.89550 0.390 0.086 0.099
H 20.12329 2.35497 13.10143 0.030 0.195 0.217
H 20.40683 0.65944 13.19796 0.156 -0.100 0.232
H 21.72506 1.78994 13.57074 0.013 -0.026 0.153
O 21.08095 -4.60458 12.82712 -0.009 0.348 -0.011
P 21.66373 -5.73601 13.54892 -0.575 -0.012 0.355
N 20.47906 -6.89599 13.92494 0.764 0.398 0.239
C 20.87430 -8.17092 14.47666 -0.078 -0.013 -0.101
C 19.15204 -6.44272 14.27229 -0.353 0.405 -1.094
N 22.32025 -5.28798 15.01737 0.460 0.198 -0.467
C 22.91461 -6.24480 15.92556 -0.423 -0.031 0.181
C 22.22968 -3.91652 15.48950 0.196 -0.292 0.390
N 22.82926 -6.61616 12.80296 -0.115 -0.397 0.206
C 24.22644 -6.22935 12.87016 0.254 0.014 -0.633
C 22.36476 -7.24877 11.55046 0.739 0.040 0.458
H 21.95186 -8.29372 14.42266 -0.063 -0.187 -0.308
H 20.36315 -8.93833 13.88955 0.069 -0.312 0.305
H 20.60972 -8.24990 15.53684 -0.276 -0.073 -0.072
H 18.94754 -5.51928 13.73053 0.196 0.277 0.432
H 19.03243 -6.33129 15.35408 -0.204 -0.041 -0.048
H 18.38960 -7.10069 13.83266 0.132 -0.367 0.471
H 23.36677 -7.06682 15.37556 0.087 0.003 0.081
H 23.65923 -5.74514 16.54334 0.125 -0.039 -0.059
H 22.15634 -6.65606 16.60495 0.085 -0.045 0.036
H 21.37658 -3.79441 16.15369 -0.214 0.243 0.007
H 23.11885 -3.73270 16.09953 0.012 0.149 -0.077
H 22.19809 -3.20919 14.66790 -0.205 -0.074 -0.086
H 24.53242 -5.93669 13.87033 -0.149 0.132 0.007
H 24.84358 -7.08257 12.58035 -0.051 -0.050 0.054
H 24.45009 -5.42458 12.16119 0.082 0.101 0.156
H 23.23106 -7.68378 11.05338 -0.002 -0.079 0.038
H 21.93345 -6.51222 10.87379 -0.314 -0.145 -0.009
H 21.69437 -8.05484 11.83583 -0.306 0.054 -0.451
C 11.01046 -1.95592 20.10523 -1.347 -0.046 -0.458
O 11.71479 -1.09233 20.97028 0.310 0.284 0.670
C 13.03596 -1.00368 20.82641 -0.142 -0.589 -0.337
O 13.68167 -1.66778 20.06094 0.325 0.077 -0.023
O 13.50682 -0.08865 21.66751 -0.302 -0.054 0.038
C 14.86448 0.25246 21.45802 1.019 0.709 -0.040
H 10.35676 -1.31210 19.51115 0.221 -0.102 -0.272
H 10.32068 -2.57538 20.68151 0.317 -0.015 0.300
H 11.60325 -2.59916 19.46395 0.418 0.231 0.116
H 15.05484 1.16788 22.01708 -0.278 -0.008 0.077
H 15.07651 0.46296 20.41178 -0.162 -0.147 -0.087
H 15.58827 -0.48338 21.81005 -0.370 -0.382 -0.033
C 15.20345 -3.61194 17.85667 0.564 -0.157 -0.351
O 14.01664 -4.04291 17.17682 -0.229 0.365 0.085
C 13.68824 -3.31588 16.13210 -0.660 -0.700 -0.481
O 14.27186 -2.37094 15.66037 0.776 0.981 -0.023
O 12.56785 -3.81828 15.60384 0.435 0.093 0.250
C 11.91498 -3.04196 14.60176 -1.062 -0.459 0.000
H 15.30450 -4.23307 18.73756 -0.089 -0.026 0.037
H 15.16391 -2.56424 18.13426 -0.246 0.024 0.061
H 16.03956 -3.78537 17.18302 0.003 -0.011 0.117
H 12.53128 -2.70308 13.77594 0.391 0.036 0.278
H 11.35445 -2.24096 15.08508 0.326 0.283 -0.112
H 11.16541 -3.73201 14.21269 0.089 0.052 -0.139
```
Forces are in eV/Å.

As for the calculated total energy: -375390.716 eV. The LUMO energy is -0.252 hartree. As for the HOMO-LUMO gap: 0.06486 Ha. The multiplicity is 1.

---

C3H9N4 | ωB97M-V/def2-TZVPD

```
16
Properties=species:S:1:pos:R:3:forces:R:3
C 0.75259 1.21320 -0.27858 1.128 -0.160 -0.260
C 1.64865 0.27904 0.02450 -3.037 1.565 -1.404
C -0.49541 1.30252 0.45234 -2.926 -0.553 2.609
N -0.39827 -1.25410 0.59461 0.982 0.586 -2.000
N 2.49790 -0.63130 -0.05042 1.872 0.516 1.446
N -1.70162 -0.38566 -1.10696 -0.770 0.895 -1.039
N -1.26261 -0.23915 0.26140 2.627 -0.250 -1.968
H 0.83932 1.91902 -1.15320 0.560 -0.969 0.996
H -0.48134 1.23829 1.59839 0.604 0.160 -1.739
H -1.19733 2.15946 0.24034 0.893 -1.041 -0.423
H -0.41433 -1.53498 1.53832 -0.646 0.276 1.706
H 2.22516 -1.53179 -0.29950 -1.011 -1.923 -0.940
H 3.34145 -0.65473 0.51053 0.350 0.569 -0.067
H -1.00520 -0.45274 -1.86456 0.420 0.315 1.396
H -2.21562 -1.25128 -1.19696 -0.091 -0.226 0.526
H -2.13335 -0.17580 0.72974 -0.955 0.241 1.162
```
Forces are in eV/Å.

For the energy above the lowest of the compared OMol25 structures with the same formula, charge and spin, the calculation gives 6.765 eV. As for the calculated total energy: -9204.857 eV. As for the net charge: +1. The LUMO energy is -0.164 hartree. As for the HOMO-LUMO gap: 0.28781 Ha. The multiplicity is 1.

---

C14H21Br21NO2 | ωB97M-V/def2-TZVPD

```
59
Properties=species:S:1:pos:R:3:forces:R:3
C 0.37573 1.95313 -2.16459 0.198 0.132 -0.558
C 0.27446 1.22364 -3.50736 0.313 -1.138 0.714
C 1.51665 0.48207 -3.83570 -1.614 1.722 -1.065
O 2.13002 -0.43932 -2.74967 0.184 -0.880 0.811
N 1.62553 -1.66426 -2.73045 -0.036 0.400 -0.234
O 1.90148 -2.27934 -1.73171 0.104 0.146 -0.151
C -0.94974 0.30057 -3.54492 0.255 0.515 -0.303
C -2.30834 1.03365 -3.42747 -0.155 -0.629 0.481
C -3.34964 0.40996 -4.37222 -0.124 0.264 0.219
C -2.86550 0.91615 -1.99104 0.049 -0.009 -0.436
H 0.54360 1.28854 -1.29813 -0.074 -0.112 0.115
H 1.21285 2.66604 -2.17499 -0.069 -0.019 0.055
H -0.53601 2.52040 -1.95433 0.072 0.065 -0.004
H 2.32352 1.19600 -4.01719 0.227 -0.481 0.268
H 1.33489 -0.15540 -4.70651 0.323 -0.148 0.118
H -0.92629 -0.22835 -4.50760 -0.001 -0.052 0.081
H -0.93831 -0.49327 -2.76159 -0.020 -0.001 -0.002
H -2.15554 2.08757 -3.66573 0.040 -0.018 -0.076
H -4.37029 0.58818 -4.00947 0.044 0.076 -0.074
H -3.20907 -0.67506 -4.39348 -0.014 0.050 -0.116
H -3.29131 0.81197 -5.38645 0.160 -0.152 -0.045
H -3.71004 1.59781 -1.84442 0.050 0.015 0.086
H -2.09009 1.11429 -1.25020 -0.080 0.032 0.060
H -3.23698 -0.10627 -1.84850 0.075 0.062 0.128
C -3.47026 5.59540 -3.23390 0.039 -0.064 0.054
Br -2.68055 7.13039 -4.09089 -0.002 0.037 -0.014
Br -4.02495 4.27996 -4.51710 -0.064 0.006 -0.052
Br -2.29063 4.83158 -1.92740 0.001 0.024 -0.022
H -4.35421 5.94134 -2.72023 -0.017 0.014 0.001
C 1.07953 -0.84811 2.70459 -0.032 -0.066 -0.146
Br 1.41148 -2.15977 4.09154 -0.020 -0.032 0.080
Br 1.95582 0.81565 3.12361 0.027 0.071 0.037
Br 1.56259 -1.48948 0.97310 0.137 0.116 -0.003
H 0.01601 -0.65506 2.71093 -0.032 -0.016 0.057
C 5.42112 1.77595 4.53725 -0.034 -0.049 -0.021
Br 5.64325 2.08294 6.42448 -0.003 -0.001 0.013
Br 4.59398 3.27485 3.66993 0.009 0.059 0.000
Br 7.08413 1.30242 3.69925 0.010 -0.001 -0.001
H 4.75089 0.93477 4.42453 -0.015 -0.012 -0.007
C -2.17192 -2.31577 5.51921 0.087 -0.075 -0.028
Br -2.67308 -1.58929 7.23378 -0.055 0.049 0.023
Br -2.87676 -4.08269 5.26668 -0.001 -0.009 -0.003
Br -2.66445 -1.14573 4.08483 -0.041 0.077 0.019
H -1.09454 -2.39263 5.50591 0.048 0.002 0.010
C -0.46950 -2.86004 10.05272 0.021 -0.012 -0.014
Br -0.80998 -2.00861 11.74376 -0.005 0.010 0.010
Br 1.41286 -3.09119 9.74204 0.014 0.002 -0.004
Br -1.42230 -4.51910 9.89110 -0.014 -0.018 -0.009
H -0.84270 -2.20367 9.28008 -0.005 0.007 -0.011
C 5.30100 0.22116 -5.67301 -0.094 0.002 0.036
Br 5.15438 1.13513 -3.99865 0.180 0.033 0.044
Br 4.05438 0.90809 -6.96293 -0.004 0.006 -0.018
Br 7.10834 0.24626 -6.35262 0.022 -0.008 -0.010
H 5.04396 -0.81309 -5.49814 0.000 -0.021 -0.006
C -1.77934 -4.52657 0.71758 0.003 0.028 0.004
Br -3.41242 -5.39511 1.26729 -0.023 -0.012 0.002
Br -1.99448 -2.62617 0.60285 -0.061 0.001 -0.098
Br -0.31275 -5.01983 1.85741 -0.001 0.021 0.021
H -1.55051 -4.88275 -0.27582 0.018 -0.010 -0.014
```
Forces are in eV/Å.

As for the calculated total energy: -1491330.616 eV. As for the net charge: -1. The LUMO energy is 0.044 hartree. As for the HOMO-LUMO gap: 0.13233 Ha. The multiplicity is 1.

---

C13H25N2O5P | ωB97M-V/def2-TZVPD

```
46
Properties=species:S:1:pos:R:3:forces:R:3
C 0.30536 -0.08390 -2.07462 -0.458 -0.474 0.155
C 0.70335 -1.25058 -1.12821 -0.105 0.438 -0.171
O 2.01825 -1.04097 -0.52572 -0.530 -1.833 -0.207
P 2.88503 -2.47687 -0.52391 2.891 0.130 0.882
O 4.10239 -2.34353 0.32892 -1.128 0.528 -0.345
C 3.43436 -2.73573 -2.26419 -0.251 -0.400 -0.537
C 3.41802 -4.22750 -2.73282 0.189 -0.339 -0.602
C 2.03615 -4.64565 -3.35648 -2.205 -0.920 -0.277
O 1.64245 -3.96423 -4.33443 0.993 0.961 0.079
O 1.32556 -5.59774 -2.90449 1.808 0.649 0.700
O 2.01955 -3.74786 0.08557 -0.087 1.993 -0.602
C 1.25870 -3.40808 1.25740 -1.523 -0.273 0.578
C -0.26655 -3.73412 0.93764 0.546 0.423 0.290
H -0.73417 -0.28217 -2.44859 0.821 0.056 0.296
H 0.95149 -0.01596 -2.97715 -0.263 0.096 0.813
H 0.25575 0.86926 -1.49446 0.349 -0.547 -0.549
H -0.04197 -1.28791 -0.28962 0.574 -0.228 -0.736
H 0.74172 -2.22391 -1.67193 -0.544 0.667 0.186
H 4.49862 -2.39313 -2.31969 -0.920 -0.046 0.716
H 2.88461 -2.07179 -2.98051 0.125 -0.856 0.533
H 4.16238 -4.29753 -3.57016 -0.657 0.084 0.622
H 3.78185 -4.93986 -1.95457 -0.501 0.657 -0.334
H 1.36040 -2.33336 1.55255 0.124 -0.762 -0.447
H 1.57755 -3.99242 2.15652 0.131 0.255 -1.023
H -0.32509 -3.98324 -0.15034 -0.153 0.071 0.971
H -0.88716 -2.83196 1.16260 0.302 -0.665 -0.276
H -0.66159 -4.56116 1.57047 0.367 0.449 -0.634
C -1.93070 6.53033 1.11772 0.216 -0.121 0.080
C -3.06013 5.55867 0.82121 -0.074 0.460 0.088
N -2.68003 4.17276 1.12519 -0.129 -0.052 0.025
C -2.65113 3.12897 0.22673 0.023 0.239 0.126
C -2.24979 2.03015 0.91335 0.093 -0.057 0.204
N -2.04606 2.42610 2.21433 -0.080 0.027 0.097
C -2.32504 3.72244 2.32751 0.090 -0.154 -0.426
C -1.59178 1.57336 3.31391 0.042 0.043 0.227
H -1.03829 6.27226 0.54543 -0.048 0.040 -0.021
H -2.22633 7.54657 0.85881 -0.039 -0.070 0.012
H -1.66385 6.51379 2.17613 -0.031 0.074 -0.031
H -3.33628 5.61985 -0.23092 -0.005 -0.253 0.067
H -3.94419 5.80116 1.41301 0.001 -0.052 -0.074
H -2.92278 3.30041 -0.79960 0.062 -0.211 -0.038
H -2.07893 1.00395 0.63762 -0.029 0.062 -0.236
H -2.26375 4.30658 3.23114 0.014 -0.043 -0.047
H -2.34219 1.57807 4.10276 0.045 -0.057 -0.032
H -0.64916 1.96012 3.69755 -0.020 -0.090 -0.020
H -1.44660 0.55636 2.95831 -0.028 0.102 -0.081
```
Forces are in eV/Å.

As for the calculated total energy: -36391.405 eV. The LUMO energy is -0.062 hartree. As for the HOMO-LUMO gap: 0.13979 Ha. The multiplicity is 1.

---

Repeat the second record exactly.
C3H9N4 | ωB97M-V/def2-TZVPD

```
16
Properties=species:S:1:pos:R:3:forces:R:3
C 0.75259 1.21320 -0.27858 1.128 -0.160 -0.260
C 1.64865 0.27904 0.02450 -3.037 1.565 -1.404
C -0.49541 1.30252 0.45234 -2.926 -0.553 2.609
N -0.39827 -1.25410 0.59461 0.982 0.586 -2.000
N 2.49790 -0.63130 -0.05042 1.872 0.516 1.446
N -1.70162 -0.38566 -1.10696 -0.770 0.895 -1.039
N -1.26261 -0.23915 0.26140 2.627 -0.250 -1.968
H 0.83932 1.91902 -1.15320 0.560 -0.969 0.996
H -0.48134 1.23829 1.59839 0.604 0.160 -1.739
H -1.19733 2.15946 0.24034 0.893 -1.041 -0.423
H -0.41433 -1.53498 1.53832 -0.646 0.276 1.706
H 2.22516 -1.53179 -0.29950 -1.011 -1.923 -0.940
H 3.34145 -0.65473 0.51053 0.350 0.569 -0.067
H -1.00520 -0.45274 -1.86456 0.420 0.315 1.396
H -2.21562 -1.25128 -1.19696 -0.091 -0.226 0.526
H -2.13335 -0.17580 0.72974 -0.955 0.241 1.162
```
Forces are in eV/Å.

For the energy above the lowest of the compared OMol25 structures with the same formula, charge and spin, the calculation gives 6.765 eV. As for the calculated total energy: -9204.857 eV. As for the net charge: +1. The LUMO energy is -0.164 hartree. As for the HOMO-LUMO gap: 0.28781 Ha. The multiplicity is 1.

---

Q: What is the multiplicity in the third record?
A: 1

---

Q: Look up the calculated total energy of the fourth one.
A: -36391.405 eV